# 1
ORCA calculation (wB97M-V/def2-TZVPD) on a molecular structure, C13H9BrN3O9S2Tc at a distorted geometry.

Structure (XYZ):
```
38
Properties=species:S:1:pos:R:3:lowdin_charge:R:1
Tc 2.061 -1.096 0.750 1.13
C -1.483 -5.478 -0.174 -0.02
C -0.727 -4.357 0.488 -0.21
C -0.686 -4.208 1.884 0.02
C 0.025 -3.190 2.505 -0.01
C 0.674 -2.333 1.643 -0.36
Br 2.471 -0.218 2.964 0.23
N 0.626 -2.478 0.361 -0.12
C -0.024 -3.447 -0.284 -0.02
H -1.971 -6.113 0.562 0.09
H -0.811 -6.098 -0.768 0.10
H -2.246 -5.086 -0.847 0.09
H -1.213 -4.928 2.499 0.13
H 0.067 -3.084 3.579 0.12
H 0.007 -3.487 -1.364 0.15
O -1.151 -0.274 -0.524 0.11
C -0.365 0.588 -0.207 -0.57
O 0.820 0.511 0.289 -0.20
C -0.739 2.038 -0.484 -0.05
C 0.048 3.093 -0.021 0.22
C -0.347 4.461 -0.296 -0.01
C -1.453 4.783 -1.014 0.12
C -2.203 3.702 -1.463 0.04
C -1.864 2.321 -1.203 0.17
N -3.434 3.982 -2.252 -0.33
O -4.070 3.008 -2.582 0.15
O -3.715 5.142 -2.410 0.15
N 0.513 5.554 0.231 -0.33
O 1.514 5.187 0.806 0.14
O 0.206 6.676 -0.074 0.15
H 0.952 2.893 0.544 0.15
H -1.730 5.807 -1.218 0.15
H -2.496 1.520 -1.566 0.15
O 3.512 -0.021 0.068 -0.60
S 4.744 -0.963 -0.158 0.20
O 5.823 -0.589 0.682 -0.28
O 4.917 -1.151 -1.559 -0.31
S 3.750 -2.665 0.613 0.45
```

## Properties
energy relative to the best compared isomer or geometry (same formula, charge and spin): 166.7 kJ/mol
frontier orbital gap (alpha / beta): 6.4 / 3.1 eV
total charge: +1
DFT total energy: -4792.8651 hartree
2S+1: 4
⟨S²⟩: 3.81
E_HOMO (alpha / beta): -12.3 / -12.5 eV
max |F|: 1.001 eV/A

***

# 2
ORCA calculation (wB97M-V/def2-TZVPD) on 2 unconnected molecules or ions with the total composition C4H9N2S2 at a distorted geometry.

Structure (XYZ):
```
17
Properties=species:S:1:pos:R:3:lowdin_charge:R:1
C -1.516 -0.169 -0.921 -0.39
C -0.917 -2.555 -0.713 -0.74
C -1.825 0.749 -2.078 0.02
C 3.389 -0.936 -0.279 -0.42
N -1.507 0.380 0.297 0.20
N -1.262 -1.462 -1.147 0.10
S -0.464 -3.989 -0.404 0.94
S 1.779 -0.708 -1.238 0.56
H -1.244 1.687 -2.020 0.12
H -1.492 0.183 -2.919 0.08
H -2.931 0.626 -2.143 0.13
H 3.945 0.076 -0.356 0.06
H 3.932 -1.717 -0.850 0.02
H 3.169 -1.237 0.785 0.05
H -1.729 1.411 0.510 0.18
H -1.616 -0.249 1.183 0.19
H 1.916 -0.295 -2.601 -0.10
```

## Properties
energy relative to the best compared isomer or geometry (same formula, charge and spin): 182.6 kJ/mol
frontier orbital gap: 7.3 eV
total charge: +1
DFT total energy: -1063.3949 hartree
2S+1: 1
E_HOMO: -12.3 eV
max |F|: 2.808 eV/A

***

# 3
ORCA calculation (wB97M-V/def2-TZVPD) on a molecular structure, C29H38CdN5O10.

Structure (XYZ):
```
83
Properties=species:S:1:pos:R:3:lowdin_charge:R:1
Cd -0.510 -0.334 -1.636 1.50
O -3.924 2.168 -3.573 0.16
C -2.973 1.347 -3.148 -0.45
O -2.420 1.449 -2.078 0.05
C -2.661 0.250 -4.115 -0.17
C -3.512 -0.088 -5.156 0.04
C -3.204 -1.209 -5.910 0.00
C -2.072 -1.941 -5.593 0.04
C -1.267 -1.502 -4.553 -0.19
N -1.549 -0.419 -3.834 0.12
C 0.031 -2.186 -4.212 -0.50
O 0.042 -3.519 -4.215 0.13
O 1.020 -1.532 -4.015 0.11
H -4.095 2.831 -2.886 0.15
H -4.395 0.502 -5.349 0.13
H -3.845 -1.513 -6.726 0.13
H -1.803 -2.831 -6.145 0.13
H -0.792 -3.848 -3.834 0.13
C -2.175 -3.170 1.350 0.00
C -2.374 -2.275 0.140 -0.52
C -3.827 -1.860 -0.033 0.00
O -1.614 -1.056 0.313 -0.13
C -1.939 -3.017 -1.148 -0.60
O -2.345 -4.148 -1.347 0.07
O -1.182 -2.368 -1.971 -0.17
H -2.543 -2.671 2.248 0.10
H -1.118 -3.407 1.489 0.09
H -2.718 -4.101 1.207 0.10
H -4.183 -1.367 0.871 0.09
H -4.441 -2.735 -0.236 0.10
H -3.925 -1.163 -0.870 0.08
H -0.861 -1.208 0.926 0.05
C 2.832 1.006 5.937 -0.04
C 2.016 2.072 5.260 -0.28
C 2.611 3.222 4.750 -0.03
C 1.857 4.200 4.119 -0.03
C 0.483 4.048 3.996 -0.27
N -0.278 5.096 3.395 0.13
C -1.415 4.918 2.648 -0.53
O -2.352 5.682 2.674 0.10
N -1.456 3.783 1.827 0.14
C -0.438 3.232 1.050 -0.20
C 0.840 3.768 0.917 0.02
C 1.748 3.138 0.087 -0.02
C 1.369 2.011 -0.616 -0.14
N 0.134 1.510 -0.511 -0.04
C -0.738 2.090 0.311 -0.09
C -0.129 2.911 4.509 -0.01
C 0.636 1.939 5.131 -0.05
H 3.815 1.380 6.219 0.08
H 2.980 0.147 5.278 0.07
H 2.335 0.644 6.837 0.09
H 3.680 3.361 4.854 0.12
H 2.332 5.093 3.732 0.12
H -0.310 5.969 3.903 0.16
H -2.392 3.645 1.476 0.15
H 1.110 4.673 1.440 0.11
H 2.748 3.532 -0.030 0.12
H 2.051 1.482 -1.265 0.09
H -1.718 1.634 0.377 0.11
H -1.204 2.803 4.447 0.12
H 0.145 1.069 5.552 0.12
C 1.587 -3.661 -0.707 0.00
N 2.599 -3.010 -1.537 -0.11
C 3.563 -3.880 -2.200 -0.01
C 2.565 -1.701 -1.712 -0.49
C 3.582 -1.042 -2.601 0.01
O 1.710 -0.987 -1.118 -0.14
H 1.538 -4.711 -0.982 0.10
H 0.616 -3.210 -0.893 0.06
H 1.839 -3.575 0.351 0.10
H 3.818 -4.694 -1.525 0.10
H 4.475 -3.346 -2.443 0.08
H 3.131 -4.297 -3.111 0.11
H 3.662 -1.539 -3.565 0.09
H 4.561 -1.051 -2.117 0.10
H 3.277 -0.013 -2.763 0.08
C 1.240 -0.215 2.429 -0.11
O 0.794 -1.202 1.505 -0.16
H 2.302 -0.335 2.652 0.09
H 0.673 -0.351 3.347 0.08
H 1.064 0.800 2.059 0.07
H 1.291 -1.117 0.663 0.04
```

## Properties
energy relative to the best compared isomer or geometry (same formula, charge and spin): 28.6 kJ/mol
frontier orbital gap: 7.9 eV
total charge: +1
DFT total energy: -2321.7857 hartree
2S+1: 1
E_HOMO: -11.0 eV
max |F|: 0.322 eV/A

***

# 4
ORCA calculation (wB97M-V/def2-TZVPD) on a single C2H2O4S molecule at a distorted geometry.

Structure (XYZ):
```
9
Properties=species:S:1:pos:R:3:lowdin_charge:R:1
C -1.111 0.675 0.085 -0.24
C 0.075 0.211 0.049 0.06
O -4.093 0.182 1.204 -0.23
O -4.128 0.072 -1.257 -0.21
O -2.166 1.242 -0.015 0.03
O -2.460 -1.196 0.026 -0.26
S -3.475 -0.201 -0.034 0.58
H 0.848 1.079 -0.093 0.15
H 0.243 -0.887 0.030 0.11
```

## Properties
energy relative to the best compared isomer or geometry (same formula, charge and spin): 193.1 kJ/mol
frontier orbital gap: 9.6 eV
total charge: 0
DFT total energy: -776.4477 hartree
2S+1: 1
E_HOMO: -10.9 eV
max |F|: 3.069 eV/A

***

# 5
ORCA calculation (wB97M-V/def2-TZVPD) on 2 unconnected molecules or ions with the total composition H6N3P at a distorted geometry.

Structure (XYZ):
```
10
Properties=species:S:1:pos:R:3:lowdin_charge:R:1
N -0.716 1.367 -0.757 -0.09
N 1.310 -1.254 -0.486 -0.26
N -0.162 -0.531 1.651 -0.28
P 1.017 0.084 0.545 0.67
H -0.417 2.383 -0.545 -0.01
H -0.259 1.302 -1.731 -0.02
H 0.736 -2.053 -0.310 0.01
H 1.972 -1.345 -1.187 -0.01
H -0.800 -1.195 1.286 0.00
H -0.673 0.308 1.902 -0.01
```

## Properties
energy relative to the best compared isomer or geometry (same formula, charge and spin): 26.0 kJ/mol
frontier orbital gap (alpha / beta): 6.4 / 8.7 eV
total charge: 0
DFT total energy: -509.0849 hartree
2S+1: 3
⟨S²⟩: 2.01
E_HOMO (alpha / beta): -5.2 / -9.8 eV
max |F|: 3.317 eV/A

***

# 6
ORCA calculation (wB97M-V/def2-TZVPD) on 2 unconnected molecules or ions with the total composition C2H7OPS2 at a distorted geometry.

Structure (XYZ):
```
13
Properties=species:S:1:pos:R:3:lowdin_charge:R:1
C 1.788 1.375 1.532 -0.12
C -1.992 -1.563 -0.587 -0.53
O 1.311 1.765 0.248 -0.61
P 0.730 0.938 -1.015 0.35
S -0.006 2.211 -2.265 0.23
S -0.780 -2.831 -0.733 0.65
H 2.312 0.412 1.361 0.10
H 0.903 1.555 2.244 0.12
H 2.355 2.243 1.706 0.06
H -2.019 -1.299 0.387 -0.02
H -2.921 -2.085 -0.827 0.03
H -1.804 -0.824 -1.352 0.00
H 0.124 -1.897 -0.699 -0.24
```

## Properties
energy relative to the best compared isomer or geometry (same formula, charge and spin): 124.9 kJ/mol
frontier orbital gap (alpha / beta): 7.7 / 5.7 eV
total charge: 0
DFT total energy: -1293.2441 hartree
2S+1: 3
⟨S²⟩: 2.01
E_HOMO (alpha / beta): -6.9 / -8.9 eV
max |F|: 3.629 eV/A

***

# 7
ORCA calculation (wB97M-V/def2-TZVPD) on 14 unconnected molecules or ions with the total composition C30H47N14O2 at a distorted geometry.

Structure (XYZ):
```
93
Properties=species:S:1:pos:R:3:lowdin_charge:R:1
N 2.452 -1.007 -0.116 0.01
C 2.262 -0.720 -1.525 -0.30
C 0.780 -0.874 -1.896 -0.19
C -0.078 0.075 -1.031 -0.15
C -1.244 -0.692 -0.403 -0.74
O -1.253 -0.786 0.848 -0.09
O -2.095 -1.138 -1.192 -0.08
H 2.574 -1.991 0.057 0.04
H 3.165 -0.449 0.319 0.02
H 2.830 -1.387 -2.182 0.08
H 2.542 0.301 -1.768 0.09
H 0.643 -0.585 -2.931 0.07
H 0.439 -1.893 -1.752 0.09
H 0.513 0.512 -0.239 0.06
H -0.497 0.869 -1.638 0.07
C -2.052 0.659 3.269 -0.08
C -1.631 1.150 4.580 -0.29
N -1.299 1.551 5.607 0.10
H -2.481 1.476 2.693 0.08
H -1.203 0.251 2.717 0.06
H -2.796 -0.124 3.385 0.08
C -0.255 0.864 -5.779 -0.10
C 0.243 1.528 -4.583 -0.28
N 0.639 1.981 -3.603 0.14
H -0.831 1.563 -6.380 0.07
H 0.567 0.470 -6.373 0.08
H -0.903 0.046 -5.472 0.02
C 0.854 -5.004 -0.255 -0.06
C 1.975 -4.653 -1.119 -0.29
N 2.855 -4.376 -1.805 0.13
H 0.440 -4.104 0.201 0.09
H 0.079 -5.486 -0.849 0.06
H 1.186 -5.683 0.527 0.08
C 0.711 3.525 0.979 -0.08
C 1.725 2.492 1.154 -0.26
N 2.495 1.652 1.292 0.16
H 1.182 4.500 0.950 0.05
H 0.176 3.355 0.045 0.09
H 0.012 3.489 1.800 0.05
C -3.295 -3.034 -4.040 -0.07
C -2.170 -2.689 -4.900 -0.28
N -1.299 -2.416 -5.599 0.13
H -3.674 -2.142 -3.551 0.06
H -4.087 -3.480 -4.642 0.08
H -2.979 -3.741 -3.282 0.04
C -0.080 5.600 5.038 -0.05
C -0.161 5.685 3.584 -0.25
N -0.236 5.751 2.439 0.13
H -1.025 5.238 5.437 0.06
H 0.713 4.916 5.333 0.06
H 0.125 6.583 5.453 0.09
C -1.078 -6.509 -5.575 -0.08
C -1.256 -5.883 -4.273 -0.25
N -1.396 -5.357 -3.262 0.16
H -1.105 -7.586 -5.473 0.04
H -1.873 -6.193 -6.246 0.08
H -0.118 -6.209 -5.993 0.09
C 2.348 1.640 6.818 -0.07
C 2.360 3.059 7.166 -0.28
N 2.368 4.160 7.497 0.11
H 1.820 1.483 5.880 0.07
H 3.371 1.276 6.732 0.03
H 1.841 1.086 7.605 0.08
C -4.699 0.563 -2.498 -0.07
C -3.866 0.798 -3.669 -0.26
N -3.170 0.994 -4.564 0.16
H -5.083 1.511 -2.125 0.08
H -5.535 -0.084 -2.762 0.08
H -4.093 0.088 -1.719 0.07
C -3.785 -9.493 -7.846 -0.07
C -3.372 -9.134 -6.493 -0.26
N -3.047 -8.847 -5.430 0.15
H -4.232 -8.631 -8.335 0.08
H -2.920 -9.821 -8.419 0.08
H -4.513 -10.300 -7.806 0.08
C -4.354 5.009 5.663 -0.07
C -3.829 6.177 6.366 -0.29
N -3.407 7.093 6.916 0.12
H -3.534 4.426 5.249 0.07
H -4.917 4.386 6.355 0.08
H -5.008 5.330 4.855 0.08
C 6.600 2.741 5.363 -0.09
C 6.093 1.565 6.061 -0.27
N 5.694 0.638 6.612 0.12
H 7.211 2.431 4.520 0.07
H 5.771 3.334 4.991 0.05
H 7.200 3.345 6.042 0.08
C 5.058 3.706 0.043 -0.06
C 5.462 3.695 1.444 -0.26
N 5.788 3.687 2.545 0.15
H 4.678 4.690 -0.223 0.08
H 5.913 3.468 -0.587 0.08
H 4.282 2.961 -0.116 0.05
```

## Properties
frontier orbital gap: 6.2 eV
total charge: -1
DFT total energy: -2088.3686 hartree
2S+1: 1
E_HOMO: -4.7 eV
max |F|: 1.320 eV/A

***

# 8
ORCA calculation (wB97M-V/def2-TZVPD) on a molecular structure, C3H2CdO2 at a distorted geometry.

Structure (XYZ):
```
8
Properties=species:S:1:pos:R:3:lowdin_charge:R:1
O 1.340 -0.008 -0.399 -0.20
C -1.074 1.703 0.523 0.36
C 0.218 -0.496 -0.258 -0.07
O -1.248 0.777 -0.565 0.00
C -0.834 0.248 0.704 -0.16
Cd 3.150 -0.363 -0.788 1.75
H 0.002 -1.544 -0.516 0.18
H -1.554 -0.317 1.298 0.15
```

## Properties
energy relative to the best compared isomer or geometry (same formula, charge and spin): 332.0 kJ/mol
frontier orbital gap: 5.3 eV
total charge: +2
DFT total energy: -432.6987 hartree
2S+1: 1
E_HOMO: -18.9 eV
max |F|: 5.872 eV/A